Entry 1:
C18H23N3O3 | ωB97M-V/def2-TZVPD

Cartesian coordinates (Å):
C1 0.85564 -2.93543 -4.05827
O1 0.89600 -4.24186 -3.53697
C2 0.82991 -4.40325 -2.18763
C3 0.87335 -5.72239 -1.72871
C4 0.81309 -5.99621 -0.37678
C5 0.70897 -4.96930 0.54465
C6 0.66532 -3.65496 0.09218
C7 0.55703 -2.55994 1.03433
N1 0.50559 -2.70414 2.33411
O2 0.41005 -1.44300 2.83204
C8 0.41063 -0.61221 1.78414
C9 0.27345 0.84853 1.98365
C10 -1.20570 1.25290 1.86374
C11 -1.32188 2.77430 1.89997
O3 -1.61890 3.38951 2.89995
N2 -1.03417 3.35688 0.71943
C12 -1.02243 4.79150 0.52057
C13 -2.00875 5.20157 -0.57749
C14 -1.54169 4.75511 -1.96120
C15 -0.14675 5.29709 -2.25797
C16 0.84463 4.83615 -1.19388
C17 0.39028 5.28768 0.19215
N3 0.49809 -1.24328 0.65484
C18 0.72503 -3.36736 -1.27032
H1 1.69885 -2.33477 -3.70265
H2 0.92364 -3.04764 -5.13923
H3 -0.08229 -2.43106 -3.80474
H4 0.95516 -6.51341 -2.45733
H5 0.84843 -7.02098 -0.03930
H6 0.66105 -5.16282 1.60370
H7 0.64747 1.11581 2.97219
H8 0.86428 1.35660 1.21973
H9 -1.76672 0.84276 2.70368
H10 -1.61945 0.86271 0.93198
H11 -0.80080 2.78182 -0.07341
H12 -1.34337 5.21503 1.47846
H13 -2.10257 6.28876 -0.56495
H14 -2.98990 4.77733 -0.35613
H15 -2.24673 5.11365 -2.71370
H16 -1.53093 3.66402 -2.02045
H17 0.18154 4.96152 -3.24381
H18 -0.17980 6.38865 -2.26988
H19 1.83300 5.24976 -1.40363
H20 0.93452 3.74747 -1.22414
H21 0.38874 6.37828 0.23131
H22 1.08391 4.92582 0.95362
H23 0.68847 -2.33330 -1.57144

Forces on the atoms, in the same order (eV/Å):
0.0 0.2 -0.1
0.0 -0.3 0.2
0.0 -0.2 0.2
0.0 0.2 -0.2
0.0 0.0 -0.1
0.0 0.3 0.0
0.1 -0.7 -0.3
-0.1 0.7 1.0
0.1 -1.2 -0.4
-0.1 0.9 0.0
0.2 -0.4 -0.5
-0.2 -0.1 0.2
0.0 0.2 0.2
-0.1 -0.7 -0.1
-0.1 0.2 0.4
0.1 0.2 -0.6
0.0 0.4 0.2
0.0 -0.2 0.0
0.0 0.4 0.0
0.0 -0.3 0.0
0.0 0.4 0.0
0.0 -0.2 0.0
0.0 0.5 0.0
0.0 0.1 -0.1
0.0 0.0 0.0
0.0 0.1 0.1
0.0 0.0 0.0
0.0 -0.1 -0.1
0.0 -0.1 0.0
0.0 -0.1 0.1
0.0 0.1 -0.1
0.0 -0.1 0.1
0.0 0.1 -0.1
0.0 0.0 0.0
-0.1 -0.1 0.1
0.1 -0.1 -0.2
0.0 0.1 0.0
0.0 0.1 0.1
0.0 -0.1 0.0
0.0 -0.1 -0.1
0.0 0.1 0.0
0.0 0.1 0.0
0.0 -0.1 0.0
0.1 -0.1 0.0
0.0 0.1 0.0
0.0 0.1 0.1
0.0 0.1 -0.1

## Properties
**Relative energy (zero: lowest compared OMol25 entry of this formula, charge and spin)**: 2.856 eV
**DFT total energy**: -1089.697099 Eh
**Charge**: 0
**Frontier orbital gap**: 0.33299 Ha
**Structure (SMILES)**: COc1cccc(-c2noc(CCC(=O)NC3CCCCC3)n2)c1

=====

Entry 2:
C18H23N3O3Pd | ωB97M-V/def2-TZVPD

Cartesian coordinates (Å):
N1 0.89833 2.40971 -0.36069
C1 0.91264 3.53148 -0.08376
C2 0.89101 4.95863 0.11894
H1 -0.15140 5.30607 0.08923
H2 1.46457 5.42507 -0.68910
H3 1.33171 5.21229 1.08916
N2 2.62959 -2.16655 -0.63435
C3 3.62950 -2.71999 -0.81939
C4 4.90168 -3.39531 -0.89765
H4 5.54579 -2.89041 -1.62545
H5 4.75658 -4.43865 -1.19399
H6 5.37369 -3.36468 0.09096
N3 -1.94378 -2.06822 -0.46158
C5 -2.97699 -2.48572 -0.15539
C6 -4.29952 -2.99262 0.13372
H7 -4.24351 -3.74563 0.93481
H8 -4.69294 -3.44693 -0.78817
H9 -4.94947 -2.16093 0.45564
Pd1 0.87735 -0.91526 -0.00482
C7 0.17997 -2.32332 1.07496
O1 -0.21876 -3.21449 1.68846
C8 2.14160 0.30009 0.78784
O2 2.97948 1.00972 1.14854
C9 1.17986 0.75862 -2.61789
C10 -0.20983 0.82532 -2.50460
C11 -0.97103 -0.33807 -2.55086
C12 -0.34429 -1.57558 -2.71306
C13 1.04494 -1.64663 -2.82037
C14 1.81300 -0.47652 -2.76814
H10 1.78216 1.66480 -2.60223
H11 -0.70952 1.79348 -2.40939
H12 -2.05970 -0.27161 -2.48297
H13 -0.92546 -2.49372 -2.77009
H14 1.51749 -2.61540 -2.97832
H15 2.89485 -0.51532 -2.88186
C15 -2.33821 2.11249 2.03498
C16 -1.76026 1.90737 3.45530
C17 -0.52903 0.99331 3.27415
O3 -0.50516 0.51523 1.92789
C18 -1.63969 1.02354 1.19896
H16 -3.42996 1.99478 1.98364
H17 -2.08094 3.11168 1.64379
H18 -2.47611 1.34921 4.06533
H19 -1.52824 2.84870 3.96530
H20 0.40405 1.53159 3.48994
H21 -0.59936 0.13344 3.95581
H22 -2.30716 0.16746 0.97854
H23 -1.25952 1.37748 0.22822

Forces on the atoms, in the same order (eV/Å):
-0.3 0.1 0.6
-0.1 -0.4 -0.5
-0.1 0.3 0.2
0.3 0.0 0.0
-0.1 0.1 0.2
0.0 0.0 -0.2
0.3 -0.2 0.0
-0.6 0.3 0.8
0.2 -0.1 -0.3
0.0 -0.1 0.1
0.0 0.1 0.0
-0.1 0.0 -0.1
-0.1 0.1 0.7
0.1 0.1 -0.3
-0.3 -0.1 0.2
-0.1 0.2 -0.3
0.0 0.1 0.3
0.2 -0.4 -0.2
0.2 0.0 -3.5
-2.7 -5.9 4.3
1.9 3.7 -2.4
5.4 4.7 2.5
-3.6 -3.3 -1.3
2.3 -0.6 -0.2
-0.5 1.3 -0.2
-0.9 -1.9 -0.3
-1.5 0.3 0.1
-0.1 -1.1 -0.6
0.6 2.3 0.1
-0.2 -0.2 -0.1
0.2 -0.3 -0.1
0.4 -0.1 -0.1
0.1 0.3 0.0
-0.1 0.2 -0.1
-0.2 0.0 0.0
0.5 0.1 -0.2
-0.1 -0.6 -0.2
-1.5 1.3 0.1
-0.9 0.5 0.5
-0.6 0.9 0.1
0.4 0.1 0.1
-0.1 -0.4 0.1
0.0 0.2 0.1
0.0 -0.3 -0.1
0.6 -0.3 -0.1
0.6 -0.5 -0.1
0.3 -0.3 0.1
0.2 -0.2 0.1

## Properties
**DFT total energy**: -1215.663677 Eh
**Charge**: +4
**Frontier orbital gap (alpha / beta)**: 0.35897 / 0.20564 Ha
**Spin multiplicity**: 5

=====

Entry 3:
C18H23N3O3S | ωB97M-V/def2-TZVPD

Cartesian coordinates (Å):
C1 6.21631 0.32303 3.80473
C2 6.13303 0.96552 2.41842
C3 6.67582 2.39588 2.45016
C4 4.71646 0.94183 1.90057
C5 4.40086 0.25334 0.73579
C6 3.10816 0.22553 0.25129
C7 2.08927 0.89242 0.92655
N1 0.79880 0.82882 0.38951
C8 -0.34730 1.39982 0.84426
O1 -0.45207 2.09241 1.84271
C9 -1.52829 1.11625 0.01056
C10 -1.75909 0.36068 -1.12252
C11 -3.12130 0.50103 -1.43148
S1 -3.95059 -0.27467 -2.78874
O2 -3.15748 -0.12887 -3.97316
O3 -5.30653 0.20162 -2.81224
N2 -3.84012 -1.88825 -2.29764
C12 -3.98464 -2.83035 -3.39288
C13 -5.49776 -3.00998 -3.57522
C14 -6.08050 -2.73061 -2.17904
C15 -4.88147 -2.23282 -1.34863
C16 -3.68305 1.33045 -0.48565
N3 -2.71375 1.68970 0.37358
C17 2.39246 1.58488 2.09429
C18 3.69076 1.60308 2.56567
H1 7.24997 0.28922 4.14199
H2 5.82781 -0.69265 3.77554
H3 5.63766 0.89050 4.52902
H4 6.75623 0.37969 1.73334
H5 6.61157 2.84731 1.46254
H6 6.10783 3.00933 3.14479
H7 7.71727 2.39608 2.76435
H8 5.17798 -0.27003 0.19700
H9 2.88396 -0.31559 -0.65785
H10 0.72284 0.29312 -0.46364
H11 -1.07063 -0.22911 -1.69218
H12 -3.48432 -2.42433 -4.26964
H13 -3.50441 -3.76789 -3.09718
H14 -5.74491 -4.00591 -3.93835
H15 -5.86574 -2.27410 -4.28887
H16 -6.51782 -3.62281 -1.73324
H17 -6.84190 -1.95560 -2.23305
H18 -5.11794 -1.35511 -0.74879
H19 -4.49574 -3.02035 -0.69480
H20 -4.69574 1.67017 -0.40759
H21 -2.78564 2.29532 1.17885
H22 1.61177 2.10433 2.62347
H23 3.90191 2.14767 3.47341

Forces on the atoms, in the same order (eV/Å):
0.1 0.0 -0.3
0.0 0.1 0.2
0.1 -0.2 -0.1
0.1 -0.1 -0.1
0.0 0.1 0.1
-0.2 0.1 0.0
0.4 0.0 0.2
-0.2 -0.2 -0.3
0.0 -0.1 -0.1
0.0 0.0 0.0
-0.1 -0.3 -0.4
0.3 0.2 0.3
-0.5 -0.2 -0.4
0.6 0.2 0.7
0.2 -0.2 0.0
-0.1 -0.1 0.2
0.4 1.1 -0.3
0.0 -0.2 -0.6
0.1 -0.1 0.0
-0.1 0.0 0.1
-0.4 -0.1 0.5
-0.3 -0.1 -0.3
0.1 0.1 0.2
-0.2 0.1 0.1
0.1 -0.1 -0.2
0.1 0.0 0.1
0.0 -0.1 0.1
-0.1 0.1 0.1
-0.1 0.0 0.0
0.0 0.1 -0.1
-0.1 0.1 0.1
0.1 0.1 0.1
0.1 0.0 0.0
0.0 -0.1 -0.1
-0.1 0.1 0.1
0.3 -0.1 -0.1
0.0 -0.2 0.0
0.0 0.1 0.0
0.0 0.0 -0.1
0.0 0.0 -0.1
0.0 0.0 0.0
-0.1 -0.1 0.0
-0.1 -0.2 0.2
0.0 0.1 0.0
-0.2 0.1 0.1
0.0 -0.1 -0.1
0.0 0.0 0.0
0.0 0.1 0.1

## Properties
**Relative energy (zero: lowest compared OMol25 entry of this formula, charge and spin)**: 1.581 eV
**DFT total energy**: -1487.902255 Eh
**Charge**: 0
**Frontier orbital gap**: 0.32919 Ha
**Structure (SMILES)**: CC(C)c1ccc(NC(=O)c2cc(S(=O)(=O)N3CCCC3)c[nH]2)cc1

=====

Entry 4:
C18H23N3O5S | ωB97M-V/def2-TZVPD

Cartesian coordinates (Å):
C1 0.58309 -1.48998 5.61987
C2 -0.50395 -1.35233 4.62244
C3 -1.08494 -2.36400 3.97913
C4 -2.15420 -2.13158 3.00662
O1 -2.60483 -1.04421 2.70474
O2 -2.58738 -3.28174 2.47680
C5 -3.68848 -3.24712 1.57408
C6 -3.26655 -2.92018 0.12767
O3 -3.32906 -3.74700 -0.75183
N1 -2.85659 -1.63602 -0.00430
C7 -2.34914 -0.99426 -1.13438
C8 -2.21269 -1.61843 -2.37323
C9 -1.68887 -0.92008 -3.44795
C10 -1.29095 0.39927 -3.30916
C11 -1.42967 1.00168 -2.07531
S1 -0.94946 2.69918 -1.85112
O4 -2.05485 3.47417 -1.36855
O5 -0.23905 3.19316 -2.99152
N2 0.10891 2.62209 -0.51864
C12 1.27615 1.92453 -0.71605
N3 1.21608 0.97854 -1.55293
C13 2.38263 0.21383 -1.90148
C14 3.45762 1.05625 -2.59709
C15 4.32080 1.86599 -1.63083
C16 3.55146 2.94369 -0.86878
C17 2.48790 2.36325 0.07097
C18 -1.96024 0.33789 -0.99326
H1 1.45665 -0.92554 5.29494
H2 0.86181 -2.53042 5.76335
H3 0.26485 -1.06907 6.57321
H4 -0.84528 -0.34641 4.41095
H5 -0.80405 -3.39428 4.13370
H6 -4.11431 -4.25152 1.59293
H7 -4.42415 -2.50965 1.91612
H8 -2.87043 -1.06435 0.84112
H9 -2.51645 -2.64658 -2.48303
H10 -1.58994 -1.41560 -4.40162
H11 -0.86579 0.96495 -4.12098
H12 0.12383 3.44654 0.05976
H13 2.02899 -0.56342 -2.58533
H14 2.81410 -0.27902 -1.01870
H15 2.95952 1.72737 -3.29933
H16 4.10738 0.38795 -3.16652
H17 5.12075 2.34790 -2.19842
H18 4.79096 1.18665 -0.91365
H19 3.06999 3.62030 -1.57855
H20 4.26231 3.52583 -0.27671
H21 2.19465 3.10993 0.81112
H22 2.90136 1.49980 0.59977
H23 -2.06047 0.85201 -0.05004

Forces on the atoms, in the same order (eV/Å):
0.0 -0.1 0.0
-0.2 -0.2 -0.2
0.2 0.1 0.2
-0.2 0.4 -0.1
0.0 -0.1 0.1
0.3 -0.2 0.1
-0.4 0.0 -0.3
-0.1 0.0 0.6
0.0 -0.2 -0.2
0.0 0.5 0.3
0.2 0.2 -0.4
0.0 -0.2 0.1
0.0 0.3 0.1
0.0 0.1 -0.2
-0.1 0.3 0.1
0.1 0.5 0.4
-0.1 -0.2 0.2
0.0 -0.4 -0.1
-1.0 0.2 -0.5
0.8 -0.9 0.0
0.2 0.3 0.2
0.2 0.0 -0.2
0.1 -0.2 0.2
-0.2 0.2 -0.2
0.2 -0.1 0.1
-0.1 0.1 -0.2
-0.1 -0.1 0.0
0.1 0.0 0.0
0.1 0.0 0.1
0.0 0.0 0.1
-0.1 0.1 -0.1
0.1 -0.1 0.1
0.1 0.2 -0.1
0.1 -0.1 0.0
-0.1 -0.3 -0.1
0.0 0.0 0.0
0.0 0.0 -0.1
0.1 0.0 -0.2
-0.2 0.2 -0.1
0.2 0.0 0.1
0.0 -0.1 0.0
0.0 0.0 -0.1
0.0 0.0 -0.1
0.1 0.0 0.1
0.1 0.0 0.0
0.0 0.1 0.0
-0.1 0.0 0.0
0.0 -0.1 0.1
0.0 0.0 0.1
0.0 0.0 0.2

## Properties
**Relative energy (zero: lowest compared OMol25 entry of this formula, charge and spin)**: 1.803 eV
**DFT total energy**: -1638.365378 Eh
**Charge**: 0
**Frontier orbital gap**: 0.32471 Ha
**Structure (SMILES)**: C/C=C/C(=O)OCC(=O)Nc1cccc(S(=O)(=O)NC2=NCCCCC2)c1

=====

Q: What is the formula in the second record?
A: C18H23N3O3Pd

=====

Q: Which of these has the highest charge?
A: C18H23N3O3Pd

=====

Q: What is the formula in the second record?
A: C18H23N3O3Pd

=====

Q: Which of these has the lowest DFT total energy?
A: C18H23N3O5S